Computed, not measured: a gas-phase ion, C5H10N (charge +1) in a non-equilibrium geometry, with wB97M-V/def2-TZVPD.

Last column: Mulliken charge in e.
CARTESIAN COORDINATES (ANGSTROEM)
C  0.16  1.06  1.21  -0.46
C  0.31  0.79  -0.08  0.36
C  -0.70  -1.31  -0.84  -0.21
C  -0.28  0.30  2.56  -0.96
C  0.51  -0.23  -2.26  -0.96
N  0.03  -0.27  -0.91  0.17
H  0.53  0.72  3.09  0.32
H  -0.01  2.13  1.48  0.32
H  0.97  1.50  -0.59  0.19
H  -1.06  -1.53  0.18  0.20
H  -0.91  -2.00  -1.55  0.39
H  -1.30  0.33  3.02  0.33
H  -0.04  -0.84  2.44  0.29
H  -0.34  -0.38  -2.89  0.40
H  0.88  0.80  -2.40  0.29
H  1.25  -1.08  -2.48  0.33

Its multiplicity is 1. For the molar mass, the calculation gives 84.1 g mol⁻¹. For the highest occupied orbital energy, the calculation gives -14.39 eV. The calculation puts the total energy at -6826.9879 eV. As for the net charge: +1. The SMILES is C=[N+](C)/C=C\C. Its HOMO-LUMO gap is 8.73 eV. As for the max |F|: 0.136 Eh/bohr.